{
  "formula": "C73H172N12O12",
  "method": "ωB97M-V with the def2-TZVPD basis set",
  "elements": ["C", "C", "C", "O", "C", "N", "H", "H", "H", "H", "H", "H", "H", "H", "H", "H", "H", "C", "C", "C", "O", "C", "N", "H", "H", "H", "H", "H", "H", "H", "H", "H", "H", "H", "C", "C", "C", "O", "C", "N", "H", "H", "H", "H", "H", "H", "H", "H", "H", "H", "H", "C", "C", "C", "O", "C", "N", "H", "H", "H", "H", "H", "H", "H", "H", "H", "H", "H", "C", "C", "C", "O", "C", "N", "H", "H", "H", "H", "H", "H", "H", "H", "H", "H", "H", "C", "C", "C", "O", "C", "N", "H", "H", "H", "H", "H", "H", "H", "H", "H", "H", "H", "C", "C", "C", "O", "C", "N", "H", "H", "H", "H", "H", "H", "H", "H", "H", "H", "H", "C", "C", "C", "C", "C", "C", "N", "O", "C", "C", "C", "H", "H", "H", "H", "H", "H", "H", "H", "H", "H", "H", "H", "H", "H", "H", "H", "H", "H", "H", "C", "C", "C", "C", "C", "C", "N", "O", "C", "C", "C", "H", "H", "H", "H", "H", "H", "H", "H", "H", "H", "H", "H", "H", "H", "H", "H", "H", "H", "H", "C", "C", "C", "C", "C", "C", "N", "O", "C", "C", "C", "H", "H", "H", "H", "H", "H", "H", "H", "H", "H", "H", "H", "H", "H", "H", "H", "H", "H", "H", "C", "C", "C", "C", "C", "C", "N", "O", "C", "C", "C", "H", "H", "H", "H", "H", "H", "H", "H", "H", "H", "H", "H", "H", "H", "H", "H", "H", "H", "H", "C", "C", "C", "C", "C", "C", "N", "O", "C", "C", "C", "H", "H", "H", "H", "H", "H", "H", "H", "H", "H", "H", "H", "H", "H", "H", "H", "H", "H", "H"],
  "coordinates": [[3.365, -2.312, -3.310], [4.613, -1.748, -3.997], [4.467, -0.367, -4.713], [3.765, 0.525, -3.895], [3.657, 1.782, -4.391], [5.648, -1.642, -3.017], [2.526, -2.526, -4.029], [3.031, -1.727, -2.485], [3.596, -3.338, -2.957], [4.868, -2.459, -4.842], [3.891, -0.504, -5.640], [5.428, 0.017, -5.044], [3.109, 2.291, -3.649], [3.088, 1.752, -5.328], [4.718, 2.277, -4.496], [5.863, -2.550, -2.605], [5.306, -0.984, -2.322], [-6.182, 3.078, 0.936], [-6.372, 1.598, 0.536], [-7.731, 1.339, 0.045], [-7.807, 1.870, -1.355], [-8.939, 1.338, -1.988], [-5.285, 1.027, -0.308], [-5.236, 3.135, 1.534], [-7.012, 3.374, 1.551], [-6.130, 3.536, -0.033], [-6.348, 1.000, 1.466], [-8.494, 1.833, 0.688], [-7.918, 0.237, 0.029], [-9.053, 0.271, -2.015], [-8.698, 1.564, -3.028], [-9.894, 1.725, -1.698], [-4.583, 0.777, 0.362], [-4.917, 1.724, -0.929], [6.374, -1.459, 2.987], [6.869, -0.540, 1.945], [5.782, -0.166, 0.941], [6.541, 0.569, -0.046], [5.695, 1.387, -0.865], [7.430, 0.578, 2.615], [5.686, -2.237, 2.587], [5.700, -1.017, 3.693], [7.125, -1.922, 3.578], [7.577, -1.100, 1.327], [5.005, 0.449, 1.419], [5.337, -1.070, 0.436], [5.685, 0.957, -1.889], [6.299, 2.300, -0.981], [4.670, 1.531, -0.458], [7.873, 0.229, 3.445], [8.092, 1.042, 1.991], [-5.402, -4.325, 2.089], [-4.017, -3.701, 1.982], [-3.741, -3.240, 0.551], [-3.812, -4.217, -0.426], [-3.389, -3.756, -1.717], [-3.769, -2.551, 2.858], [-5.608, -4.358, 3.180], [-5.578, -5.293, 1.704], [-6.206, -3.657, 1.623], [-3.332, -4.480, 2.190], [-2.764, -2.755, 0.545], [-4.465, -2.463, 0.279], [-2.343, -3.448, -1.680], [-3.926, -2.839, -2.074], [-3.561, -4.578, -2.391], [-3.982, -2.753, 3.868], [-4.419, -1.823, 2.687], [8.834, -5.446, -4.213], [7.656, -5.963, -3.406], [7.690, -5.197, -2.091], [6.638, -5.635, -1.311], [6.254, -4.842, -0.237], [6.347, -5.627, -4.064], [8.788, -5.603, -5.274], [9.779, -5.978, -3.998], [8.919, -4.390, -4.164], [7.709, -7.059, -3.190], [7.507, -4.093, -2.304], [8.668, -5.312, -1.690], [5.695, -3.920, -0.482], [7.136, -4.414, 0.264], [5.759, -5.575, 0.460], [5.623, -5.704, -3.347], [6.093, -6.359, -4.753], [-4.012, -0.110, 5.697], [-2.893, -1.068, 5.899], [-2.099, -0.568, 7.112], [-1.613, 0.756, 6.867], [-0.507, 0.891, 6.074], [-3.391, -2.461, 5.899], [-3.449, 0.741, 5.128], [-4.543, 0.232, 6.592], [-4.732, -0.546, 5.016], [-2.222, -1.049, 5.056], [-1.226, -1.222, 7.353], [-2.803, -0.568, 7.947], [-0.040, 1.802, 6.249], [-0.787, 0.823, 5.039], [0.266, 0.150, 6.401], [-2.565, -3.029, 5.996], [-3.989, -2.591, 6.693], [-0.585, -0.243, -4.473], [-1.936, -0.768, -4.925], [-2.945, -0.594, -3.844], [-4.158, -0.974, -4.400], [-5.336, -0.660, -3.661], [-2.373, -0.105, -6.205], [-0.657, 0.821, -4.307], [0.200, -0.438, -5.166], [-0.253, -0.637, -3.525], [-1.888, -1.867, -5.182], [-2.946, 0.451, -3.450], [-2.629, -1.255, -3.021], [-6.266, -0.980, -4.180], [-5.381, 0.390, -3.432], [-5.305, -1.151, -2.724], [-3.373, -0.199, -6.290], [-1.904, 0.779, -6.317], [-0.008, 4.496, 0.791], [0.227, 5.042, -0.627], [-1.082, 5.615, -1.200], [-1.476, 6.959, -0.537], [-0.378, 7.979, -0.700], [0.936, 7.409, -0.011], [1.297, 6.144, -0.687], [2.448, 5.608, 0.002], [2.042, 8.401, -0.261], [0.829, 7.394, 1.552], [0.693, 3.932, -1.512], [-0.568, 3.506, 0.786], [-0.503, 5.132, 1.468], [0.912, 4.329, 1.378], [-0.958, 5.661, -2.309], [-1.792, 4.829, -1.011], [-1.694, 6.727, 0.556], [-2.443, 7.199, -0.983], [-0.791, 8.813, -0.097], [-0.236, 8.271, -1.725], [2.229, 8.461, -1.406], [1.882, 9.415, 0.190], [2.986, 7.978, 0.081], [1.753, 7.174, 2.059], [0.601, 8.406, 1.847], [-0.044, 6.770, 1.905], [1.422, 3.395, -0.952], [1.178, 4.426, -2.350], [-0.100, 3.293, -1.836], [3.172, 5.514, -0.675], [1.734, -6.334, -0.246], [0.358, -6.845, -0.758], [0.533, -8.323, -1.160], [0.519, -9.259, 0.007], [-0.793, -9.022, 0.750], [-1.074, -7.615, 1.326], [-0.800, -6.740, 0.161], [-0.891, -5.324, 0.523], [-2.457, -7.552, 1.816], [-0.122, -7.358, 2.464], [-0.067, -6.106, -2.044], [2.035, -6.560, 0.773], [1.804, -5.268, -0.405], [2.399, -6.823, -0.912], [-0.337, -8.568, -1.762], [1.427, -8.451, -1.827], [1.337, -9.095, 0.694], [0.478, -10.246, -0.442], [-0.996, -9.802, 1.540], [-1.635, -9.146, 0.010], [-3.220, -7.327, 1.031], [-2.719, -8.469, 2.379], [-2.652, -6.666, 2.472], [0.871, -7.719, 2.364], [-0.130, -6.294, 2.785], [-0.575, -7.802, 3.345], [-0.957, -6.585, -2.403], [0.765, -6.205, -2.739], [-0.214, -5.055, -1.891], [-1.793, -5.184, 0.183], [-6.285, 3.196, -3.738], [-5.189, 4.361, -3.740], [-3.826, 3.717, -3.368], [-3.119, 3.038, -4.552], [-3.069, 3.995, -5.733], [-4.376, 4.445, -6.169], [-5.006, 5.095, -4.991], [-6.243, 5.747, -5.413], [-4.227, 5.611, -7.278], [-5.249, 3.338, -6.830], [-5.507, 5.375, -2.620], [-7.255, 3.642, -3.715], [-6.143, 2.662, -2.832], [-6.212, 2.504, -4.571], [-3.096, 4.372, -2.833], [-3.909, 2.856, -2.637], [-3.740, 2.187, -4.784], [-2.236, 2.673, -4.065], [-2.555, 3.524, -6.527], [-2.502, 4.902, -5.469], [-3.364, 5.226, -7.782], [-5.015, 5.712, -8.041], [-4.006, 6.507, -6.736], [-5.271, 2.452, -6.241], [-6.249, 3.712, -7.011], [-4.762, 3.218, -7.778], [-4.967, 6.322, -2.933], [-5.182, 4.995, -1.635], [-6.554, 5.604, -2.639], [-7.051, 5.212, -5.235], [0.666, 0.420, 1.168], [-0.120, -0.817, 0.736], [0.721, -1.751, -0.252], [1.995, -2.296, 0.383], [1.482, -3.213, 1.513], [0.588, -2.530, 2.489], [-0.492, -1.768, 1.792], [-1.353, -1.125, 2.808], [-0.046, -3.606, 3.331], [1.380, -1.652, 3.462], [-1.424, -0.432, 0.001], [0.067, 0.847, 1.980], [0.618, 1.214, 0.406], [1.712, 0.306, 1.436], [0.134, -2.639, -0.613], [0.954, -1.072, -1.104], [2.569, -1.520, 0.921], [2.722, -2.754, -0.297], [2.324, -3.543, 2.053], [0.953, -4.065, 1.074], [-0.576, -3.126, 4.152], [-0.797, -4.144, 2.785], [0.754, -4.214, 3.729], [1.860, -2.213, 4.267], [2.216, -1.105, 3.005], [0.721, -0.930, 3.986], [-1.326, 0.506, -0.548], [-2.169, -0.296, 0.727], [-1.869, -1.209, -0.566], [-2.225, -1.658, 2.687], [4.155, 5.398, 5.451], [2.807, 4.718, 5.203], [2.506, 4.765, 3.744], [3.435, 3.834, 2.861], [3.338, 2.393, 3.297], [3.664, 2.312, 4.788], [2.844, 3.311, 5.566], [3.179, 3.094, 6.999], [3.307, 0.947, 5.325], [5.142, 2.504, 5.057], [1.647, 5.443, 5.905], [4.811, 5.401, 4.579], [4.637, 4.960, 6.311], [4.057, 6.474, 5.635], [1.435, 4.512, 3.437], [2.715, 5.777, 3.411], [4.435, 4.222, 2.879], [3.234, 3.869, 1.761], [4.050, 1.763, 2.700], [2.326, 2.087, 3.158], [3.876, 0.895, 6.245], [2.296, 0.730, 5.580], [3.566, 0.126, 4.620], [5.378, 2.327, 6.070], [5.661, 1.758, 4.438], [5.362, 3.520, 4.760], [0.619, 4.997, 5.857], [1.493, 6.412, 5.549], [1.908, 5.528, 6.964], [2.361, 2.725, 7.288]],
  "forces_ev_per_a": [[-0.80, -1.48, -1.91], [-0.55, -0.11, -1.51], [-1.07, -1.38, -0.19], [0.59, -1.90, 1.22], [1.88, 1.18, -0.95], [1.14, 0.09, 0.17], [0.49, 0.65, 0.58], [-0.30, 0.57, 0.51], [0.19, 0.55, 0.10], [0.19, 0.62, 1.06], [-0.13, -0.13, -0.03], [0.46, 0.11, 0.38], [-0.70, 1.18, 0.66], [0.26, 0.45, -0.24], [-1.87, -0.64, -0.18], [-0.18, 0.45, 0.06], [0.34, -0.34, 0.28], [1.29, -1.95, 0.14], [1.09, -0.28, 1.71], [-0.97, -0.04, -2.26], [-0.59, -1.33, 2.92], [0.97, 0.46, -2.04], [-1.40, 0.01, 0.78], [-0.72, 0.39, -0.73], [-0.34, 0.53, 0.06], [0.08, 1.22, -0.13], [0.16, 0.16, -0.11], [0.35, -0.27, -0.46], [-0.01, 0.74, -0.22], [0.45, -0.96, 0.68], [-0.77, 0.26, -0.26], [-0.52, 0.75, 0.40], [0.77, -0.09, -0.13], [0.20, 0.30, -0.27], [-2.31, -1.67, -0.02], [-0.85, -1.21, -0.82], [1.16, -0.13, -0.64], [-1.77, 0.08, 0.55], [1.31, -0.13, -0.78], [0.39, 1.23, -0.66], [0.80, 0.02, -0.12], [-0.28, 1.03, 0.52], [0.93, -0.53, 0.30], [0.40, -0.01, -0.05], [0.12, -0.05, -0.25], [0.20, 0.62, 0.66], [-0.52, 0.11, 0.51], [-0.83, 0.23, 0.14], [0.75, 0.06, -0.24], [0.54, 0.32, 0.26], [-0.14, 0.02, 0.58], [-1.53, 2.36, 1.27], [-0.95, 0.11, -1.49], [0.21, 1.54, 0.34], [0.14, -1.08, -0.74], [-0.43, 0.82, 0.67], [0.08, -1.04, 1.28], [-0.24, -0.17, -0.52], [0.40, -1.07, -0.62], [1.06, -0.67, 0.60], [1.14, -0.67, 0.54], [0.32, -0.05, 0.03], [-0.21, 0.33, 0.20], [0.31, -0.27, -0.05], [-0.07, -0.79, 0.46], [0.11, -0.15, -0.31], [0.72, -0.18, -0.97], [-0.89, 0.89, -0.76], [0.63, -1.51, -0.65], [-0.93, 0.28, -0.27], [-1.15, 1.55, -1.58], [-0.55, -0.98, 0.12], [0.53, -0.13, 1.40], [0.29, -0.89, -0.16], [-0.75, -0.43, -0.70], [-0.29, 0.53, 0.59], [0.28, 1.06, 0.58], [0.22, 0.71, -0.12], [0.53, -1.01, -0.05], [0.87, -0.13, 1.03], [-0.50, -0.66, -0.26], [0.08, -0.37, 0.22], [0.05, 1.32, -0.51], [0.20, 0.04, -0.07], [0.41, 0.70, 0.48], [0.81, 1.93, -2.07], [0.22, -0.73, 0.36], [0.86, -0.43, -0.52], [-2.03, -0.16, 1.95], [0.90, -2.26, 0.04], [0.65, 0.82, 0.18], [-1.75, -0.83, 1.24], [0.37, 0.04, -0.08], [-0.27, 0.03, -0.25], [0.23, 0.23, -0.54], [-0.51, 0.19, -0.10], [0.33, 0.39, 0.29], [0.50, 2.04, 0.31], [0.34, -0.33, -0.85], [-0.39, 0.04, -0.75], [-0.02, -0.65, 0.19], [-0.27, -0.37, 0.55], [-0.51, -0.03, 0.24], [0.41, -0.44, -2.00], [0.22, 0.25, 0.92], [-1.62, -0.22, -0.37], [0.16, -0.16, -0.63], [1.31, -1.32, 1.26], [0.01, 0.62, -0.13], [0.53, -0.12, -0.75], [-0.10, -0.46, 0.40], [0.09, 0.93, 0.51], [-0.18, -0.43, -0.28], [-0.31, 0.12, 0.17], [0.92, 0.18, -0.06], [-0.10, 0.71, -0.09], [-0.08, -0.67, 1.19], [0.04, 0.73, -0.17], [-0.72, 0.34, -0.12], [0.47, -1.84, 0.31], [-0.16, 1.31, 0.75], [1.13, 0.36, -0.03], [-0.80, -2.35, -0.07], [-0.42, -0.65, 2.40], [-0.44, 1.16, 0.33], [-0.74, -0.91, 0.39], [0.87, -0.06, -0.84], [1.29, 0.52, -2.43], [-2.03, -0.59, -0.54], [0.79, 0.86, -0.17], [0.61, 1.12, -0.24], [-1.22, 0.79, 0.30], [0.05, -0.25, -0.84], [-0.19, 0.41, 0.66], [-0.72, -0.21, 0.08], [0.33, 0.52, -1.22], [0.10, 0.63, 0.09], [0.95, 0.19, -0.47], [0.29, 0.06, -0.39], [-0.53, 0.36, 1.71], [0.01, -0.98, -0.51], [0.02, 0.21, 0.45], [0.26, -0.61, -0.09], [-0.22, 0.49, 0.06], [1.35, 0.73, -0.08], [0.71, -0.87, 0.13], [0.02, -0.32, -0.42], [-0.54, -0.45, -0.15], [-1.29, 0.30, 0.75], [-1.08, 0.34, -0.22], [-0.06, -0.49, 0.48], [0.20, 0.68, -0.68], [-1.01, 0.39, 0.23], [-2.01, -1.09, -0.11], [3.40, -0.49, -1.50], [-0.55, 0.86, -0.30], [-0.87, -1.21, -0.16], [-2.69, 1.49, 0.35], [-1.15, 1.35, 1.73], [1.31, -0.36, 0.70], [-0.35, -0.15, 0.11], [0.13, 0.32, 0.08], [1.16, -0.17, -0.49], [-0.16, -0.21, -0.28], [-0.67, 0.22, 0.65], [0.57, -0.34, -0.02], [0.43, -0.48, 0.55], [0.39, 0.81, -0.58], [0.73, -0.21, 0.50], [0.67, -0.81, 0.12], [0.04, 0.51, -0.33], [0.57, -0.71, -0.03], [0.86, -0.27, -0.29], [0.29, -0.42, -0.70], [0.20, -0.60, 0.31], [-0.43, -0.07, -0.41], [-0.11, -0.08, -0.40], [-0.22, 0.54, 0.22], [0.26, 0.59, 0.23], [1.41, 1.45, -0.69], [0.23, -1.25, 0.87], [0.75, -0.94, 0.53], [-1.61, 1.05, 0.96], [2.27, -0.12, 1.44], [-3.93, 1.64, -1.20], [-0.95, 0.32, -0.29], [0.21, -0.24, 0.45], [0.10, -2.13, 1.00], [0.86, 1.43, 0.34], [0.92, 0.66, -1.06], [-0.87, 0.16, -0.02], [-0.13, -0.52, 0.82], [0.06, 0.06, -0.02], [-0.79, 0.21, -0.71], [-0.67, 0.99, -0.37], [0.02, -0.54, -0.41], [1.12, -0.18, -0.74], [0.63, -0.46, -1.19], [0.09, -0.28, 0.06], [0.77, 0.40, -0.73], [-0.03, -0.05, 0.80], [0.07, 0.69, -0.04], [0.01, -0.85, 0.03], [-0.22, 0.04, 0.04], [0.02, -0.74, -0.66], [-0.44, -1.04, 0.80], [-0.22, 0.30, -0.42], [-0.65, 0.17, 0.35], [1.05, -0.17, -0.03], [-1.07, 0.87, -0.16], [0.62, -2.11, -1.31], [0.21, 1.24, -0.69], [-0.49, 0.42, 1.41], [0.22, -0.02, -2.11], [-0.65, 1.27, 0.73], [-0.74, -0.05, 0.93], [-0.19, -1.14, -1.24], [-0.63, 0.70, 0.58], [0.44, 1.01, 0.56], [1.13, 0.78, 0.52], [0.47, 0.00, 0.35], [0.12, -0.40, -0.14], [-0.16, -0.27, 0.19], [0.14, 0.98, 0.31], [-0.13, -0.57, 0.15], [-0.16, 0.12, -0.55], [-0.46, -0.25, -0.04], [1.04, -0.85, 0.83], [0.10, 0.09, 0.18], [0.04, 0.00, 0.32], [-0.08, -0.60, -0.47], [-0.02, -0.50, 0.11], [-0.13, -0.41, -0.10], [-0.36, 0.04, -0.10], [0.28, -0.31, -0.50], [0.05, -0.21, -0.26], [-1.01, 0.71, 1.34], [0.24, -0.86, -1.12], [1.26, 0.69, 0.49], [-0.02, 1.37, 0.10], [-0.16, -0.26, 0.09], [-0.24, -1.16, -3.27], [-0.90, 0.63, -0.87], [1.23, 0.78, 0.42], [-0.60, 0.11, 0.61], [-0.67, -1.62, 0.60], [0.56, 1.18, -1.81], [0.82, -1.03, -0.09], [-0.19, -0.08, -1.87], [-0.26, -1.64, 1.69], [-0.01, -0.48, 0.11], [0.26, -0.06, 0.17], [-0.35, -0.08, 0.26], [1.17, 0.36, 0.91], [-0.27, 0.27, -0.06], [0.80, 0.00, 0.40], [-0.53, 0.38, 0.84], [-0.72, 0.34, 0.69], [-0.82, -0.59, -0.26], [0.05, -0.82, 0.21], [-1.10, 0.45, 0.01], [0.35, 0.59, 0.42], [0.24, 0.04, 1.17], [0.26, 0.41, 0.09], [0.80, -0.22, -0.03], [1.15, -0.33, -0.21], [0.23, 1.74, -0.81], [-0.18, 0.06, 0.05], [-0.86, -0.39, 0.54]],
  "smiles": "CC1(C)CCCC(C)(C)N1O.CC1(C)CCCC(C)(C)N1O.CC1(C)CCCC(C)(C)N1O.CC1(C)CCCC(C)(C)N1O.CC1(C)CCCC(C)(C)N1O.COC[C@H](C)N.COC[C@H](C)N.COC[C@H](C)N.COC[C@H](C)N.COC[C@H](C)N.COC[C@H](C)N.COC[C@H](C)N",
  "total_charge": 0,
  "energy_ev": -120928.4914,
  "max_force_ev_per_a": 4.43,
  "spin_multiplicity": 1,
  "relative_energy_ev": 3.771,
  "homo_lumo_gap_ev": 8.611
}